No. 1
Here is an isolated molecule of C6H10O from the Open Molecules 2025 dataset. Energies are from the ωB97M-V functional and the def2-TZVPD basis.

As for the SMILES: C=C(O)/C(C)=C\C. As for the highest occupied orbital energy: -8.4 eV. The strongest force on any atom is 1.30 eV/Å. Its lowest unoccupied orbital energy is 0.92 eV. For the gap between HOMO and LUMO, the calculation gives 9.3 eV.

Each line ends with the Mulliken charge.
CARTESIAN COORDINATES (ANGSTROEM)
C 0.68 -1.88 0.06  -1.57
C -2.20 0.75 -0.12  -1.17
C 0.90 0.63 -0.02  0.77
C 0.02 -0.54 -0.01  0.92
C -1.29 -0.42 -0.29  -0.39
C 2.07 0.72 0.61  -1.18
O 0.38 1.66 -0.80  -0.48
H 0.94 2.44 -0.69  0.28
H -1.83 -1.34 -0.48  0.29
H 0.98 -2.10 1.09  0.31
H 1.58 -1.91 -0.55  0.38
H 0.01 -2.66 -0.28  0.39
H 2.67 1.62 0.55  0.25
H 2.46 -0.08 1.20  0.26
H -1.67 1.64 0.19  0.32
H -2.71 0.96 -1.06  0.29
H -2.97 0.51 0.62  0.33

=====

No. 2
Here is a cluster of 2 separate species, CH2INO2S in total from the Open Molecules 2025 dataset. Energies are from the ωB97M-V functional and the def2-TZVPD basis.

As for the highest occupied orbital energy (spin up / spin down): -9.4 / -8.1 eV. The strongest force on any atom is 2.86 eV/Å. Its lowest unoccupied orbital energy (spin up / spin down) is -1.02 / -1.33 eV. For the gap between HOMO and LUMO (spin up / spin down), the calculation gives 8.4 / 6.8 eV.

Each line ends with the Mulliken charge.
CARTESIAN COORDINATES (ANGSTROEM)
C 0.71 -1.09 0.02  -0.68
N -0.02 2.02 0.23  0.75
O 0.59 2.93 0.71  -0.43
O -0.90 1.87 -0.54  -0.32
S -0.42 -1.34 -1.23  -0.06
I -2.32 -1.61 0.21  0.08
H 1.71 -0.90 -0.24  0.36
H 0.65 -1.88 0.85  0.30

=====

No. 3
Here is a structure of composition C28H31N3O2Pd from the Open Molecules 2025 dataset. Energies are from the ωB97M-V functional and the def2-TZVPD basis.

As for the highest occupied orbital energy (spin up / spin down): 0.8 / 0.8 eV. Its net charge is -2. The strongest force on any atom is 2.09 eV/Å. Its lowest unoccupied orbital energy (spin up / spin down) is 4.87 / 4.87 eV. For the gap between HOMO and LUMO (spin up / spin down), the calculation gives 4.1 / 4.1 eV.

Each line ends with the Mulliken charge.
CARTESIAN COORDINATES (ANGSTROEM)
C 0.64 1.68 -2.27  -0.55
C 4.42 0.50 -2.40  -1.00
H 0.29 1.65 -3.32  0.38
H 0.75 2.71 -1.88  0.24
H -0.05 1.14 -1.61  -0.34
H 4.54 -0.59 -2.45  0.15
H 4.63 1.01 -3.36  0.21
H 4.98 0.94 -1.56  0.16
C -0.24 -1.08 -3.02  -0.34
C -1.26 -2.06 -3.03  -0.59
C -1.05 -3.24 -2.32  -0.47
C 0.14 -3.37 -1.61  -0.62
H -0.38 -0.15 -3.58  0.33
H -2.18 -1.87 -3.58  0.41
H -1.80 -4.03 -2.30  0.41
H 0.31 -4.26 -1.02  0.12
N 0.88 -1.20 -2.31  0.25
C 1.09 -2.33 -1.60  1.22
C 2.31 -2.44 -0.75  -0.26
N 3.04 -1.34 -0.54  0.55
C 4.18 -1.41 0.14  -0.25
C 3.87 -3.75 0.57  -0.50
C 4.66 -2.61 0.70  -0.73
H 4.75 -0.48 0.20  0.14
H 5.62 -2.64 1.21  0.33
C 2.69 -3.66 -0.16  -0.69
H 2.04 -4.52 -0.28  0.24
H 4.15 -4.70 1.03  0.37
Pd 2.47 0.87 -2.11  0.14
C 2.74 1.52 -0.20  -0.77
H 3.79 1.41 0.09  0.36
H 2.07 0.85 0.34  0.07
H 2.36 2.55 -0.17  0.07
C -1.25 -1.16 3.75  -1.86
C -2.09 -1.13 2.51  1.36
C -2.20 -2.27 1.71  -1.10
C -2.90 -2.22 0.50  -0.31
C -3.38 -1.01 0.02  -0.88
C -3.12 0.16 0.76  -0.05
N -3.27 1.38 0.12  0.15
C -2.50 2.55 0.24  -0.18
C -3.09 3.76 -0.18  -0.68
C -2.41 4.96 -0.03  -0.50
C -1.11 4.96 0.48  -0.77
C -0.49 3.76 0.84  -0.52
C -1.17 2.54 0.70  1.42
C -0.42 1.24 0.99  -0.16
O 0.18 1.21 2.09  -0.78
O -0.45 0.34 0.09  -0.43
C -2.69 0.07 2.10  1.24
C -2.81 1.22 3.04  -1.65
H -0.40 -0.47 3.65  0.28
H -1.82 -0.85 4.64  0.31
H -0.85 -2.16 3.92  0.38
H -1.74 -3.19 2.04  0.24
H -3.05 -3.13 -0.09  0.41
H -3.88 -0.92 -0.94  0.26
H -3.99 1.42 -0.59  0.29
H -4.10 3.73 -0.61  0.31
H -2.90 5.90 -0.31  0.33
H -0.56 5.90 0.59  0.35
H 0.53 3.74 1.23  0.34
H -1.84 1.71 3.20  0.18
H -3.52 1.97 2.67  0.33
H -3.16 0.87 4.02  0.63

=====

No. 4
Here is a structure of composition C22H42FKN6Si from the Open Molecules 2025 dataset. Energies are from the ωB97M-V functional and the def2-TZVPD basis.

As for the highest occupied orbital energy: -5.5 eV. The strongest force on any atom is 0.79 eV/Å. Its lowest unoccupied orbital energy is 0.02 eV. For the gap between HOMO and LUMO, the calculation gives 5.5 eV.

Each line ends with the Mulliken charge.
CARTESIAN COORDINATES (ANGSTROEM)
K 0.79 -1.06 1.06  0.85
C -4.55 -1.53 -0.12  -0.82
Si -4.47 -0.33 1.35  0.05
C -4.44 -1.35 2.97  -1.07
C -6.00 0.82 1.24  -1.18
N -2.98 0.58 1.19  0.56
C -2.39 1.39 2.12  0.79
C -3.10 1.95 3.19  -0.31
C -2.50 2.78 4.11  -1.03
C -1.16 3.12 4.01  -0.53
C -0.42 2.56 2.99  -0.77
C -1.02 1.71 2.09  0.26
F -0.22 1.14 1.14  -0.08
H -5.35 -2.24 0.03  0.44
H -3.63 -2.10 -0.21  0.14
H -4.73 -1.02 -1.06  0.22
H -5.35 -1.94 3.07  0.39
H -4.36 -0.74 3.87  0.38
H -3.61 -2.04 2.97  0.28
H -6.91 0.24 1.10  0.36
H -5.91 1.49 0.39  0.34
H -6.14 1.43 2.13  0.37
H -4.15 1.72 3.28  0.23
H -3.09 3.18 4.92  0.41
H -0.70 3.80 4.72  0.40
H 0.64 2.77 2.88  0.46
N -1.52 -0.11 -1.18  0.14
C -2.01 0.07 -2.53  0.53
C -2.30 1.55 -2.78  -1.29
C -1.04 2.41 -2.90  0.11
N -0.40 2.52 -1.60  -0.39
C -0.08 1.82 -3.94  -1.55
C 0.24 0.34 -3.71  0.10
N 1.04 0.15 -2.52  -0.31
C -1.05 -0.47 -3.62  -1.35
H -2.40 0.38 0.36  0.14
H -0.64 0.40 -1.13  0.05
H -1.32 -1.09 -1.01  -0.51
H -2.95 -0.49 -2.62  0.16
H -2.91 1.91 -1.95  0.37
H -2.88 1.65 -3.70  0.48
H -1.36 3.40 -3.29  0.29
H -1.04 2.94 -0.93  0.21
H 0.42 3.11 -1.65  0.23
H 0.84 2.40 -3.95  0.42
H -0.55 1.91 -4.92  0.45
H 0.78 -0.01 -4.62  0.33
H 1.88 0.71 -2.55  0.21
H 1.33 -0.82 -2.44  0.13
H -0.82 -1.52 -3.40  0.41
H -1.56 -0.43 -4.58  0.49
C 0.49 -5.40 -0.36  -1.40
C -0.47 -4.78 0.66  0.72
C -1.81 -5.55 0.59  -1.46
C -0.67 -3.28 0.41  -1.04
H 0.68 -6.45 -0.14  0.45
H 1.44 -4.87 -0.38  0.16
H 0.04 -5.35 -1.35  0.28
H -0.05 -4.93 1.66  0.29
H -2.27 -5.38 -0.38  0.27
H -2.49 -5.19 1.36  0.31
H -1.66 -6.62 0.74  0.46
H -1.56 -2.99 0.99  0.06
H -1.00 -3.19 -0.64  -0.02
N 4.44 -2.35 0.66  -0.07
C 4.91 -1.25 1.31  -0.29
C 4.20 -0.20 0.81  -0.56
N 3.31 -0.63 -0.12  -0.35
C 3.46 -1.93 -0.18  -0.20
H 4.74 -3.30 0.80  0.20
H 5.70 -1.31 2.03  0.43
H 4.30 0.85 1.04  0.42
H 2.93 -2.58 -0.84  0.40

=====

- Number 3 is which compound?
  C28H31N3O2Pd